Computed, not measured: a 3-piece molecular cluster, C16H37N5O3 overall, with ωB97M-V/def2-TZVPD.

Results
**HOMO**: -7.92 eV
**Strongest force on any atom**: 7.98 eV/A
**Electronic energy**: -30779.361 eV
**Frontier orbital gap**: 6.7 eV

Structure (XYZ):
```
61
Properties=species:S:1:pos:R:3:forces:R:3:lowdin_charge:R:1
N -2.641767 3.492598 3.201153 0.718 -0.606 0.410 -0.030
C -2.275860 2.157396 3.784257 -0.923 -0.668 -0.477 -0.243
C -1.747156 1.091328 2.694842 -1.118 -1.090 0.766 -0.215
N -0.261700 1.125474 2.450453 -1.825 1.428 -2.511 0.055
C 0.153261 2.230457 1.564384 6.394 -0.205 -0.135 -0.359
O 1.406047 2.410806 1.402380 -6.000 -0.582 0.681 0.063
O -0.725280 3.142401 0.867929 0.388 -0.634 2.705 -0.101
N -0.834374 2.672711 -0.435433 -4.937 -0.618 -3.148 0.080
C -2.147164 2.552749 -0.679315 -2.113 -3.724 3.094 -0.061
O -3.308814 2.065719 -0.595101 6.952 3.640 -1.424 0.091
H -3.126212 3.381392 2.291760 0.707 0.125 0.903 0.062
H -1.820749 4.112273 3.111120 -0.769 -0.619 -0.201 0.065
H -3.260729 1.716669 4.222068 1.689 0.621 -0.772 0.116
H -1.552086 2.232209 4.675558 -0.945 0.099 -1.591 0.126
H -2.336762 1.120625 1.690666 0.768 0.275 1.815 0.104
H -1.979914 0.038432 3.135563 0.575 1.744 -0.744 0.126
H -0.073396 0.261481 1.889547 0.376 0.924 0.772 0.123
C -5.945488 -4.130573 0.186993 -0.060 0.052 -0.103 -0.092
C -4.606400 -3.445697 0.435741 -0.074 -0.064 -0.120 -0.273
N -3.864173 -3.132874 -0.782118 0.310 -0.014 -0.123 -0.191
C -2.480881 -2.736284 -0.529990 0.044 -0.317 0.025 -0.243
C -2.243838 -1.444655 0.250771 0.173 0.269 0.040 -0.095
C -4.570901 -2.331690 -1.779212 -0.310 -0.225 -0.050 -0.245
C -5.087657 -0.960169 -1.348878 -0.023 0.289 -0.154 -0.083
H -5.820675 -5.037202 -0.411951 0.028 0.128 0.005 0.080
H -6.397495 -4.418641 1.140238 0.069 0.058 -0.066 0.073
H -6.653384 -3.471506 -0.322252 0.037 -0.072 0.018 0.064
H -4.007168 -4.133012 1.043660 0.181 0.169 -0.142 0.118
H -4.775638 -2.552098 1.049877 -0.066 0.050 0.133 0.096
H -1.942301 -2.676201 -1.482645 -0.220 0.013 -0.012 0.115
H -1.991334 -3.552844 0.014869 -0.186 -0.007 0.003 0.111
H -2.429764 -0.560642 -0.361398 -0.081 -0.011 0.081 0.047
H -1.196138 -1.394810 0.567487 -0.024 -0.069 -0.029 0.067
H -2.857377 -1.382235 1.151787 -0.022 -0.023 -0.072 0.062
H -5.423767 -2.914053 -2.145261 0.081 -0.054 0.156 0.102
H -3.935490 -2.208041 -2.663254 0.152 -0.096 0.221 0.116
H -5.569703 -0.979188 -0.369144 0.036 -0.036 -0.022 0.071
H -5.832232 -0.605432 -2.069530 0.065 -0.044 0.071 0.077
H -4.289573 -0.217161 -1.329725 -0.098 -0.023 0.122 0.035
C 2.909414 1.223382 -1.033101 0.089 0.058 -0.124 -0.096
C 4.127328 0.313148 -0.922378 -0.082 0.131 -0.100 -0.267
N 5.171863 0.596384 -1.902807 0.192 -0.150 -0.272 -0.194
C 6.198296 -0.441482 -1.970513 -0.193 -0.131 -0.101 -0.255
C 7.065382 -0.663366 -0.732774 0.297 -0.103 0.081 -0.094
C 5.670824 1.969341 -1.933632 -0.335 0.147 -0.052 -0.250
C 6.267540 2.535329 -0.646126 0.245 0.224 0.090 -0.088
H 2.485726 1.196217 -2.041538 0.126 0.006 0.034 0.081
H 2.135335 0.893455 -0.336063 0.164 0.050 -0.055 0.048
H 3.149670 2.259766 -0.784221 -0.106 -0.093 0.008 0.066
H 3.771763 -0.712153 -1.076463 0.290 -0.010 -0.079 0.116
H 4.510274 0.359707 0.104815 -0.051 -0.015 0.142 0.099
H 6.851998 -0.248477 -2.828990 -0.115 0.178 0.063 0.111
H 5.701522 -1.390472 -2.207458 -0.126 0.131 0.057 0.107
H 7.809892 0.124859 -0.613211 -0.083 -0.019 0.075 0.054
H 7.615815 -1.604409 -0.833985 -0.056 0.060 -0.002 0.070
H 6.476188 -0.730515 0.183940 0.005 0.036 -0.056 0.066
H 4.849584 2.625896 -2.241969 -0.045 -0.161 0.072 0.101
H 6.407561 2.070575 -2.738439 -0.044 -0.277 0.055 0.114
H 5.669283 2.298218 0.236002 -0.004 -0.022 -0.063 0.069
H 6.323404 3.626979 -0.715964 -0.024 -0.100 0.003 0.073
H 7.285367 2.177906 -0.483021 -0.095 -0.020 0.102 0.053
```
Positions in Å, forces in eV/Å.

Computed, not measured: C16H37NPdSi4Te as an isolated structure, with ωB97M-V/def2-TZVPD.

Results
**HOMO (spin up / spin down)**: -5.76 / -7.33 eV
**Strongest force on any atom**: 3.94 eV/A
**Multiplicity**: 5
**Electronic energy**: -60961.509 eV
**Frontier orbital gap (spin up / spin down)**: 6.2 / 5.8 eV
**<S²>**: 6.029

Structure (XYZ):
```
60
Properties=species:S:1:pos:R:3:forces:R:3:lowdin_charge:R:1
C 1.188247 1.658200 -4.993367 -0.030 -0.277 -1.075 -0.118
C 0.525079 0.521419 -5.604191 0.797 0.446 -0.175 -0.214
C 1.201630 -0.676416 -5.119682 -0.108 1.745 -0.057 -0.261
C 2.281617 -0.246429 -4.256609 -0.261 1.726 -1.272 -0.187
C 2.338478 1.165274 -4.277089 -1.269 -0.633 -0.354 -0.166
Pd -0.233640 -0.250372 -3.644451 -0.561 -0.553 0.278 0.707
N -0.660993 1.238005 -2.146948 -2.169 2.794 -1.737 -0.502
C -1.977892 1.644061 -2.910018 0.182 -0.021 -0.705 -0.334
C -2.216220 0.767815 -4.124805 0.512 -0.829 0.403 -0.159
H 0.984049 -1.654835 -5.476206 0.159 -0.667 -0.209 0.088
H -0.213425 0.555531 -6.432938 0.595 -0.026 0.958 0.105
H 2.969666 -0.870687 -3.769894 0.727 -0.765 0.500 0.072
H 3.075827 1.807179 -3.832671 0.079 -0.070 0.400 0.088
H 0.897953 2.739474 -5.163897 0.477 -1.545 0.271 0.118
H -2.118722 1.100037 -5.152269 -0.028 0.423 0.296 0.019
H -1.624127 2.637736 -3.211193 -1.279 0.122 -0.064 0.093
H -0.083607 2.054819 -2.430216 -0.328 -0.887 0.368 -0.035
H -2.940386 -0.027714 -4.009747 -0.270 0.037 0.070 0.016
H -2.930609 1.609483 -2.343590 0.944 0.389 0.406 0.093
C 2.842915 -2.389042 1.814318 0.260 -0.043 0.207 -0.221
Si 2.125458 -0.782986 2.483804 -0.571 0.187 -0.444 0.326
C 1.633716 -0.945806 4.298922 0.377 -0.023 -0.025 -0.207
C 3.340760 0.630769 2.227887 0.287 0.000 0.732 -0.227
Si 0.192944 -0.302051 1.239890 -0.207 0.009 -0.197 0.129
Te 1.057217 0.432309 -1.029740 1.858 -1.683 1.585 0.875
Si -1.344483 -2.115645 1.243790 0.873 0.851 -0.329 0.358
C -1.684165 -2.458191 3.056751 -0.309 -0.356 -0.007 -0.215
C -2.903574 -1.602954 0.317662 0.014 -0.351 0.132 -0.212
C -0.521101 -3.587736 0.395729 -0.410 0.008 0.217 -0.213
Si -0.799787 1.751245 1.843716 0.445 -0.911 -0.479 0.330
C -1.240690 1.568839 3.660365 -0.245 0.533 0.079 -0.215
C 0.460625 3.121261 1.539485 -0.199 0.250 0.351 -0.227
C -2.299202 2.007255 0.728047 -0.026 0.218 0.244 -0.207
H 3.817109 -2.577008 2.279018 -0.028 -0.057 -0.031 0.029
H 3.000460 -2.342829 0.733513 -0.054 0.109 0.047 0.027
H 2.209112 -3.256710 2.016709 0.000 0.125 0.058 0.013
H 2.534204 -1.185064 4.868937 0.006 -0.024 0.164 0.029
H 1.221106 -0.021418 4.707451 0.058 -0.016 -0.094 0.011
H 0.908721 -1.740101 4.478113 0.034 0.000 -0.083 0.009
H 3.535912 0.828969 1.180676 -0.035 -0.059 -0.268 0.000
H 3.000003 1.572356 2.683892 0.010 -0.309 -0.081 0.019
H 4.299515 0.371414 2.703612 -0.142 0.099 -0.099 0.032
H -2.129698 -1.603784 3.574441 0.052 -0.049 -0.114 0.020
H -2.401157 -3.286088 3.102927 0.010 0.024 0.185 0.032
H -0.791126 -2.762195 3.611488 -0.094 0.027 -0.178 0.014
H -2.683329 -1.194127 -0.672864 0.076 -0.033 0.097 0.024
H -3.519775 -2.496954 0.186786 -0.141 0.056 -0.078 0.029
H -3.489991 -0.866186 0.870461 0.064 -0.070 -0.004 0.015
H -0.215989 -3.337835 -0.620473 0.000 0.068 -0.027 0.024
H 0.354359 -3.952726 0.936189 -0.076 0.069 0.000 0.011
H -1.252032 -4.399050 0.340918 0.073 -0.127 -0.065 0.028
H -0.365801 1.417895 4.298644 -0.055 0.046 -0.160 0.012
H -1.728191 2.496810 3.977009 -0.041 -0.060 0.216 0.029
H -1.938634 0.747103 3.845335 0.065 0.069 -0.115 0.018
H 0.812293 3.160001 0.502831 -0.151 -0.089 0.161 -0.002
H -0.032135 4.076253 1.770110 0.197 -0.019 -0.051 0.030
H 1.340225 3.027302 2.191214 -0.246 0.011 -0.136 0.016
H -2.010525 1.940038 -0.331050 -0.019 0.043 0.435 -0.013
H -3.094062 1.275626 0.917900 0.186 0.165 -0.001 0.015
H -2.704130 3.008463 0.925368 -0.069 -0.100 -0.143 0.034
```
Positions in Å, forces in eV/Å.

Question: The lowest strongest force on any atom belongs to which entry?
Answer: C16H37NPdSi4Te

Question: The highest strongest force on any atom belongs to which entry?
Answer: C16H37N5O3

Question: Among the records above, which one has the lowest electronic energy?
Answer: C16H37NPdSi4Te

Question: Look up the electronic energy of the second one.
Answer: -60961.509 eV